Entry 1:
Molecular formula: C3H3BCaF4O9
Method: DFT, ωB97M-V/def2-TZVPD

Geometry as XYZ:
```
21
Properties=species:S:1:pos:R:3:forces:R:3:lowdin_charge:R:1
O 1.980 -12.635 22.341 -3.3 0.7 4.1 0.11
O 8.189 -8.331 17.072 -1.0 3.7 2.2 -0.08
B 9.061 -13.307 20.319 1.4 0.7 -1.3 -1.40
C 2.807 -13.292 14.389 2.0 3.5 2.5 -0.86
F 10.372 -13.008 20.012 1.6 0.2 -0.6 0.10
C 9.098 -8.815 16.410 -4.3 -4.9 -0.2 -0.97
O 2.764 -11.196 20.719 -1.9 -1.1 2.2 -0.16
O 8.835 -9.907 15.870 1.6 -1.8 -1.6 -0.09
F 8.406 -12.058 20.226 -1.5 0.1 0.1 0.06
O 1.754 -13.582 13.557 1.0 -0.3 0.2 0.05
H 1.865 -14.507 13.786 -1.2 -1.1 -0.6 0.07
F 9.075 -13.905 21.511 -0.9 -0.6 2.7 0.17
C 2.565 -12.381 21.247 5.6 2.7 -6.4 -0.90
Ca 5.559 -11.743 17.756 0.0 -0.1 0.3 1.80
H 1.939 -13.587 22.461 0.4 -0.1 -0.3 0.11
F 8.577 -14.213 19.391 -1.2 -0.4 -1.2 0.09
O 3.276 -12.117 14.442 -0.7 -0.1 -0.9 -0.11
O 3.182 -13.325 20.711 -0.1 -2.0 -0.4 -0.10
O 10.281 -8.285 16.305 2.2 1.8 -0.6 0.10
O 3.211 -14.165 15.184 -0.5 -1.6 -0.5 -0.09
H 10.013 -7.373 16.439 0.8 0.7 0.4 0.10
```
Positions in Å, forces in eV/Å.

Frontier orbital gap, Ha: 0.1717
Charge: -2

***

Entry 2:
Molecular formula: C46H53BIN2O2
Method: DFT, ωB97M-V/def2-TZVPD

Geometry as XYZ:
```
105
Properties=species:S:1:pos:R:3:forces:R:3:lowdin_charge:R:1
C 6.422 -4.843 3.387 0.0 0.0 0.0 -0.09
C -7.185 -2.530 -5.272 0.0 0.0 0.0 -0.09
C 3.350 2.307 -0.386 0.0 0.0 0.0 -0.10
C 6.874 -5.142 2.109 0.0 0.0 0.0 -0.09
C 0.307 -6.469 4.571 0.0 0.0 0.0 -0.08
C 1.434 -6.994 3.951 0.0 0.0 0.0 -0.08
C 4.669 4.212 0.244 0.0 0.0 0.0 -0.09
C -6.078 -1.018 -6.781 0.0 0.0 0.0 -0.08
H 2.520 6.655 -0.653 0.0 0.0 0.0 0.10
C -4.866 -1.281 -6.158 0.0 0.0 0.0 -0.09
H 3.919 -2.707 2.593 0.0 0.0 0.0 0.10
H 5.005 -3.737 4.559 0.0 0.0 0.0 0.10
C 4.749 -3.389 2.458 0.0 0.0 0.0 -0.10
C -3.143 -3.977 -1.217 0.6 0.6 -0.2 -0.07
C 1.914 7.143 0.101 0.0 0.0 0.0 -0.11
H 1.786 -1.617 -4.768 0.2 0.0 0.0 0.11
C 2.582 -0.640 -2.974 -0.2 -0.5 -0.5 -0.58
H 4.443 0.543 -0.942 0.1 0.3 0.1 -0.02
H 7.701 -5.827 1.974 0.0 0.0 0.0 0.10
N -2.136 -3.754 -3.460 0.3 -0.2 -0.6 0.14
C -4.695 7.460 2.602 0.0 0.0 0.0 -0.10
C -3.618 -3.238 0.004 0.7 -0.1 0.4 -0.17
H -2.621 -4.895 -0.934 0.0 0.0 0.1 0.14
C -5.974 -2.791 -4.647 0.0 0.0 0.0 -0.10
H -0.131 -6.980 5.418 0.0 0.0 0.0 0.11
H 2.125 0.080 -2.302 0.2 0.1 0.0 0.03
C 0.079 -0.866 -3.654 0.4 -0.4 -0.2 -0.09
H -0.954 -3.140 -5.191 -0.2 -0.2 0.0 0.15
H -2.751 7.908 5.906 0.0 0.0 0.0 0.10
B -0.468 -1.842 0.154 0.2 0.1 0.2 -0.67
H 0.945 -3.111 0.454 0.5 0.3 0.0 0.09
C -0.904 -1.955 -3.362 0.0 0.6 -0.1 -0.18
H -5.049 8.788 5.695 0.0 0.0 0.0 0.10
H 4.727 -3.228 0.324 0.1 -0.1 0.2 -0.05
H 2.881 -6.746 2.385 0.0 0.0 0.0 0.11
N -1.563 -2.154 -2.155 -0.1 0.0 0.1 0.07
C 2.519 7.738 1.200 0.0 0.0 0.0 -0.10
C -0.255 -5.288 4.107 0.0 0.0 0.0 -0.09
C -2.703 7.125 3.909 0.0 0.0 0.0 -0.10
H 1.874 -7.911 4.318 0.0 0.0 0.0 0.11
C -3.408 -3.752 1.222 -0.1 0.2 -0.1 0.04
H 2.215 8.835 3.017 0.0 0.0 0.0 0.10
H 2.525 4.193 0.226 0.0 0.0 0.0 0.09
H -4.048 -4.293 -1.748 0.0 -0.1 0.0 0.13
H 6.620 -4.793 0.007 0.0 0.0 0.0 0.10
C 1.743 8.367 2.163 0.0 0.0 0.0 -0.09
H -1.046 -0.341 -1.309 -0.1 0.0 0.0 0.13
H 6.796 3.943 0.171 0.0 0.0 0.0 0.10
H -0.185 -0.444 -4.624 0.0 0.2 0.1 0.13
H 6.899 -5.292 4.248 0.0 0.0 0.0 0.10
H -1.639 -1.820 1.672 -0.1 0.5 0.2 0.09
H -1.320 7.821 0.834 0.0 0.0 0.0 0.09
C -1.452 -1.296 -0.973 0.3 0.3 0.1 0.03
H -6.120 -0.329 -7.613 0.0 0.0 0.0 0.11
H -5.241 7.335 1.676 0.0 0.0 0.0 0.10
C -4.816 -2.165 -5.090 -0.1 0.0 0.0 -0.11
H 6.652 1.594 -0.579 0.0 0.0 0.0 0.10
H -2.945 6.445 1.890 0.0 0.0 0.0 0.09
H -2.431 -1.055 -0.569 -0.1 -0.1 -0.2 0.12
C 0.307 -4.637 3.017 0.0 0.0 -0.1 -0.10
H -3.963 -0.797 -6.507 0.0 0.0 0.0 0.10
H 4.731 5.239 0.579 0.0 0.0 0.0 0.09
H 3.246 -0.155 -3.683 0.1 0.2 0.3 0.05
C 4.508 1.574 -0.610 -0.1 0.0 0.0 -0.12
O 0.645 -2.509 -0.241 -0.5 -0.3 -0.1 0.16
C -1.278 -2.958 -4.182 0.2 0.1 0.1 0.01
O -0.721 -1.588 1.478 -0.2 -0.7 -0.3 0.17
C 5.358 -3.968 3.562 0.0 0.0 0.0 -0.09
C -5.285 8.120 3.671 0.0 0.0 0.0 -0.09
H -2.568 -4.585 -3.833 -0.1 0.0 0.2 0.19
H 0.061 6.715 -0.892 0.0 0.0 0.0 0.10
C 5.207 -3.684 1.181 0.0 0.0 0.0 -0.13
C -0.243 7.798 0.935 0.0 0.0 0.0 -0.10
C -3.296 7.782 4.979 0.0 0.0 0.0 -0.09
H -4.120 -3.632 2.031 0.5 0.9 0.3 0.08
H -5.937 -3.484 -3.814 0.0 0.0 0.0 0.09
C 1.432 -5.166 2.395 -0.1 0.0 0.0 -0.10
H -2.506 -4.320 1.437 -0.6 -1.0 -0.3 0.07
H 0.035 -0.066 -2.920 -0.1 0.0 0.0 0.10
H -1.128 -4.875 4.596 0.0 0.0 0.0 0.10
C 6.267 -4.562 1.004 0.0 0.0 0.0 -0.09
H -6.290 8.513 3.577 0.0 0.0 0.0 0.10
C -2.296 -3.265 -2.234 -0.3 -0.3 0.1 -0.19
I 3.789 -1.936 -1.770 0.1 0.0 -0.3 0.99
H -8.181 -1.433 -6.820 0.0 0.0 0.0 0.11
C 0.361 8.396 2.032 0.0 0.0 0.0 -0.09
H -0.131 -3.714 2.655 0.0 0.1 0.1 0.08
C 1.999 -6.342 2.865 0.0 0.0 0.0 -0.08
C -7.236 -1.641 -6.336 0.0 0.0 0.0 -0.08
C -3.405 6.962 2.723 0.0 0.0 0.0 -0.11
C 5.829 3.483 0.017 0.0 0.0 0.0 -0.09
C 1.521 -1.469 -3.722 -0.4 0.1 0.5 -0.28
H 2.379 1.850 -0.544 0.0 0.0 0.0 0.09
H -1.695 6.741 3.999 0.0 0.0 0.0 0.10
C 5.748 2.164 -0.407 0.0 0.0 0.0 -0.09
C 0.532 7.176 -0.033 0.0 0.0 0.0 -0.10
H 1.883 -4.664 1.545 0.1 0.0 0.0 0.09
H -8.088 -3.018 -4.930 0.0 0.0 0.0 0.11
H -0.246 8.884 2.783 0.0 0.0 0.0 0.10
H -3.872 -2.366 -4.601 0.0 0.1 0.0 0.06
H 1.473 -2.454 -3.263 0.0 0.0 -0.1 0.06
C -4.587 8.278 4.860 0.0 0.0 0.0 -0.09
H -4.101 -2.275 -0.131 -1.1 -0.6 -0.1 0.11
H 3.596 7.713 1.305 0.0 0.0 0.0 0.10
C 3.428 3.624 0.044 -0.1 0.0 0.0 -0.09
```
Positions in Å, forces in eV/Å.

Frontier orbital gap, Ha: 0.2961
Charge: +1

***

Entry 3:
Molecular formula: C45H115N16O10P3
Method: DFT, ωB97M-V/def2-TZVPD

Geometry as XYZ:
```
189
Properties=species:S:1:pos:R:3:forces:R:3:mulliken_spin:R:1
H 5.002 -7.724 -2.461 0.1 0.3 -0.2 0.00
H -2.791 1.618 7.763 -0.1 -0.9 -0.8 0.00
H -2.642 3.176 1.121 -1.1 -0.2 0.0 0.00
C 0.307 -0.310 0.252 1.1 -1.5 1.5 -0.02
C -0.005 0.863 5.772 -0.9 1.3 3.0 0.00
C -1.942 -7.732 3.617 0.6 0.1 0.2 0.00
H 3.645 1.222 -5.252 -0.9 0.5 0.2 0.00
H 2.004 -0.742 -1.281 -0.4 -0.9 0.8 0.00
H 6.744 -4.872 1.430 0.3 0.0 -0.3 0.00
C -1.207 -7.508 5.927 0.4 -0.3 0.9 0.00
H -2.139 -2.944 -2.428 -0.6 0.1 -0.2 0.00
H -0.697 -4.083 1.587 -0.5 -0.1 0.3 0.00
H -0.455 -2.208 -0.387 -1.0 -0.2 0.5 0.00
H 1.838 0.872 -1.016 -0.4 0.5 0.9 0.00
H -5.697 7.540 -2.991 0.2 -0.7 -0.1 0.00
H -7.589 6.091 -3.701 0.0 -0.1 0.1 0.00
H 1.729 4.752 2.313 0.6 0.5 0.0 0.00
H 4.811 -2.094 -6.027 0.0 0.1 0.3 0.00
H 1.386 -4.756 4.764 0.7 -0.4 -1.1 0.00
N -7.006 4.950 -5.388 -0.2 -0.9 0.1 0.00
H 4.545 0.729 0.366 0.2 -0.2 0.1 0.00
C -8.028 5.625 -4.584 0.4 0.1 -0.2 0.00
C -1.541 6.694 0.830 -0.7 -0.7 0.8 0.00
N -1.694 -6.858 4.741 -2.1 1.9 0.3 0.00
H -4.943 8.782 -3.867 -0.4 0.4 -0.5 0.00
P 4.735 -5.631 -0.267 0.3 1.0 -0.2 0.00
H -3.262 3.583 -3.738 0.1 -0.1 0.2 0.00
H -4.297 -6.409 4.655 0.5 -0.1 -0.6 0.00
H -4.611 6.845 -7.132 0.0 -0.7 0.5 0.00
C -1.783 1.753 7.371 1.1 0.5 -0.4 0.00
C 4.669 -2.868 -0.274 -0.6 -0.8 -1.3 0.00
C -0.401 -4.922 2.216 1.2 -0.8 1.8 0.00
O 0.864 1.163 6.602 -1.2 -0.7 -1.8 0.00
H -2.405 -4.235 -5.545 -0.3 0.0 -0.6 0.00
N 4.630 -6.226 1.305 1.0 0.4 -0.8 0.00
C 5.039 1.671 0.602 -0.2 1.0 -1.4 0.00
C 3.389 0.602 -4.393 2.0 0.2 -0.3 0.00
H 1.928 6.047 3.600 0.4 0.3 -0.7 0.00
H 4.902 -8.340 -0.861 -0.2 0.6 0.3 0.00
H -0.184 -7.842 5.754 0.1 -0.3 0.1 0.00
H -7.056 2.889 -6.234 -0.7 -0.2 0.9 0.00
H 0.603 -0.247 2.405 -0.2 0.5 0.2 -0.01
H 0.941 4.019 5.623 0.2 -0.6 0.0 0.00
H 4.228 2.368 0.814 0.2 0.1 0.5 0.00
H -0.242 6.412 -1.226 0.4 0.5 -0.5 0.00
H 1.556 2.366 0.740 0.2 -0.8 -0.6 0.00
N 5.683 2.157 -0.664 -0.5 -1.8 1.1 0.00
C 4.451 -1.054 -5.982 0.2 1.9 -4.2 0.00
H -3.822 -3.305 -5.131 0.1 0.2 0.9 0.00
O -0.570 6.020 1.165 -0.1 0.3 -0.8 0.00
H -3.479 0.930 5.566 0.3 -0.2 1.3 0.00
H 5.033 -1.926 0.135 0.2 -0.4 0.4 0.00
H -3.525 4.724 -2.278 0.8 -0.7 0.3 0.00
H -1.822 -0.873 -5.606 0.3 0.4 0.2 0.00
H -2.957 -2.784 -6.458 1.0 0.4 0.1 0.00
H -3.850 7.442 -1.553 1.0 0.0 -0.6 0.00
C -1.221 6.709 -1.602 0.8 0.5 1.0 0.00
H 6.178 1.595 -2.617 -0.6 0.0 -0.1 0.00
N 5.388 -4.068 0.113 -1.5 -1.2 -1.3 0.00
C 5.911 1.125 -1.671 1.1 0.3 0.2 0.00
H 3.627 -5.808 3.124 0.7 -0.2 0.1 0.00
H 7.373 -3.460 0.501 0.1 -0.1 -0.2 0.00
C -0.304 2.229 1.694 -1.1 0.6 0.0 0.06
H 4.783 -1.450 -2.936 -0.3 0.7 0.3 0.00
H -8.571 3.934 -6.619 0.1 -0.1 0.8 0.00
H -0.817 1.905 2.600 0.3 -0.6 0.2 -0.03
H 0.167 2.883 -0.972 0.1 0.1 0.8 0.00
H -2.808 1.513 1.879 -0.2 0.4 0.2 -0.01
H 6.801 0.545 -1.429 0.1 -0.2 0.3 0.00
H -3.425 7.731 -6.299 -0.2 0.7 0.3 0.00
H 4.012 -8.194 1.198 0.4 -0.7 -0.4 0.00
H 4.510 -2.662 -3.987 -0.5 0.0 -1.0 0.00
O 4.140 4.074 2.658 -0.1 -0.2 0.4 0.00
H -1.119 1.552 8.212 0.3 -0.3 -0.4 0.00
H 5.082 0.418 -1.713 -0.2 0.3 -0.2 0.00
H -8.501 6.432 -5.143 -0.2 0.0 -0.1 0.00
C 0.051 -1.845 0.507 0.8 1.0 -2.2 0.03
H 7.900 -5.829 -1.437 0.3 0.1 -0.6 0.00
H -1.252 2.292 -1.633 -0.5 -0.1 -0.1 0.00
H -1.205 -6.960 6.869 0.0 1.0 -0.6 0.00
H -3.969 7.461 0.098 0.1 0.3 0.4 0.00
H -8.786 4.912 -4.260 0.0 0.0 0.0 0.00
H -5.445 3.540 -1.926 -0.2 -0.2 0.0 0.00
C 5.926 3.455 -0.937 -0.7 0.1 -1.5 0.00
C -1.498 -1.299 -4.644 -0.1 -0.1 0.4 0.00
C -2.790 -3.218 -5.472 0.4 -0.8 0.4 0.00
N -1.822 -2.577 -4.533 -1.3 -1.0 -0.3 0.00
H 5.854 -7.810 1.308 -0.3 -0.9 0.0 0.00
C 3.704 3.859 3.781 -0.5 0.6 -0.6 0.00
H 6.932 -6.224 -2.934 0.0 -0.4 0.2 0.00
C -5.812 3.678 -2.943 0.2 0.1 -0.7 0.00
H -2.408 -8.642 3.994 0.0 -0.1 -0.3 0.00
C 5.561 -7.783 -1.527 -0.3 -0.6 0.3 0.00
H -1.919 -4.339 -3.556 0.1 0.0 0.6 0.00
H 0.477 -3.587 5.312 -1.3 0.4 -0.3 0.00
H 3.874 1.029 -3.514 0.9 0.0 -0.2 0.00
H -5.621 2.804 -3.566 -0.3 -0.7 0.4 0.00
H 4.356 3.465 4.575 -0.3 -0.2 0.1 0.00
H -0.835 -5.880 1.930 -0.5 0.4 -0.1 0.00
H 2.553 3.178 6.035 -0.6 -0.3 -0.3 0.00
N -1.376 1.043 6.091 -0.2 0.2 0.4 0.00
C 4.829 -7.606 1.618 -0.1 0.0 0.3 0.00
O 6.324 3.825 -2.038 0.1 0.1 1.1 0.00
H 1.677 2.161 2.398 0.0 -0.3 0.3 0.00
H 3.606 -3.031 -0.094 -0.2 0.4 0.4 0.00
H -2.594 -3.075 2.682 -0.1 0.3 0.2 0.00
O 3.443 -5.673 -1.044 1.5 0.7 1.0 0.00
H -1.433 3.641 -0.552 0.4 0.1 0.1 0.00
H 5.563 4.127 -0.144 0.4 0.1 0.1 0.00
H 0.989 -2.364 0.314 0.4 0.1 0.9 0.00
H -3.029 8.799 -0.571 -0.4 0.0 -0.6 0.00
C -2.692 2.098 0.967 2.1 -1.2 -0.7 0.04
O -0.921 -0.718 -3.734 0.2 0.9 0.2 0.00
H 3.709 -4.488 1.980 0.0 0.1 -0.1 0.00
O 4.456 -0.375 -7.043 -0.2 -1.3 2.8 0.00
C 4.084 -1.690 -3.737 0.3 0.3 0.7 0.00
C -1.199 1.834 0.496 -1.4 -0.1 1.9 -0.01
H 3.074 -1.802 -3.343 0.0 -0.3 0.2 0.00
N -1.984 6.981 -0.400 -1.9 -0.5 -1.4 0.00
C 1.220 -0.025 -1.036 -0.6 0.7 -0.6 0.07
H -0.581 -3.379 -2.881 0.4 0.2 -0.9 0.00
H -5.152 8.323 -6.741 0.4 0.8 0.7 0.00
O -4.395 4.607 -6.089 -2.0 0.9 1.0 0.00
H -0.345 3.312 1.814 -0.2 0.3 -0.5 0.00
H -2.568 -7.282 2.847 -0.1 0.1 0.2 0.00
N 4.056 -0.661 -4.774 -1.0 -1.1 2.3 0.00
C 3.635 -5.573 2.060 -1.7 0.7 0.8 0.00
C -3.599 4.545 -3.351 -0.8 1.1 0.6 0.00
H -1.285 7.701 -2.050 0.9 -0.4 -1.0 0.00
C -3.364 -3.326 3.412 -0.4 -1.1 0.9 0.00
N 2.423 4.155 4.167 0.9 -2.2 -0.8 0.00
H 4.700 -2.783 -1.360 0.2 0.3 -0.1 0.00
C -5.605 7.927 -4.006 0.0 -0.8 -0.5 0.00
H 2.406 4.899 5.965 -0.4 0.2 1.0 0.00
H -0.970 -7.944 3.172 0.0 -0.6 -0.4 0.00
N -1.098 0.346 0.279 1.6 0.4 -2.6 0.77
H -3.371 -2.755 4.341 0.6 0.5 0.0 0.00
C 1.652 5.018 3.367 -0.9 1.2 -1.3 0.00
C -2.475 0.911 5.142 -0.9 -0.3 -0.4 0.00
H 0.731 0.089 -2.003 -0.8 -0.3 0.1 0.00
O -2.085 -0.286 -0.539 1.6 1.3 2.4 0.01
C -7.517 3.870 -6.348 2.6 1.9 -0.9 0.00
C -4.501 7.559 -6.316 -1.0 -1.1 0.6 0.00
H -1.764 -0.031 -1.407 0.1 -0.2 -1.4 0.03
P -1.847 -5.171 4.625 2.1 0.4 2.4 0.00
H 6.355 -8.521 -1.644 0.6 0.5 -0.2 0.00
H -0.386 -2.061 1.483 -0.1 0.0 -0.4 -0.02
H -6.629 8.110 -4.331 0.0 1.0 0.1 0.00
C 6.501 -3.914 0.971 0.5 -0.2 1.2 0.00
H 0.571 5.076 3.495 -0.1 -0.9 0.8 0.00
H -3.333 1.624 0.224 -0.5 1.0 0.0 0.00
C 6.924 -5.821 -1.921 0.0 1.3 0.4 0.00
H 0.249 0.451 4.783 -0.5 0.0 0.0 0.00
H -2.239 7.048 1.605 0.0 0.3 0.0 0.00
H -2.546 -0.044 4.621 0.8 0.0 -0.3 0.00
H 2.632 -5.865 1.750 -0.4 0.1 -0.3 0.00
C 1.101 1.795 1.548 0.2 -1.4 1.3 -0.05
H -4.374 -3.162 3.036 0.1 -0.3 -0.6 0.00
C 0.647 -4.070 4.350 -0.1 0.1 0.5 0.00
P -5.360 5.246 -5.111 1.0 1.3 -0.9 0.00
H 0.995 -3.297 3.665 0.6 -0.2 0.1 0.00
C -3.263 7.741 -0.684 0.6 -0.8 2.3 0.00
C -4.420 -5.400 4.261 -1.2 0.0 1.2 0.00
C 2.025 3.980 5.519 0.8 1.6 1.2 0.00
H -3.043 5.359 -3.816 -0.1 -0.2 -0.3 0.00
H -4.830 -4.921 5.150 0.2 0.6 0.3 0.00
O -1.781 -4.475 5.970 0.1 -1.3 -1.8 0.00
C -0.876 2.716 -0.703 -0.3 -0.8 -1.5 0.09
H 2.386 0.634 -3.967 -0.7 -0.9 -1.3 0.00
N -0.473 -4.758 3.710 -1.5 0.9 -0.9 0.00
C 1.076 0.196 1.529 0.2 2.2 -1.2 0.06
H -6.982 4.178 -7.247 -0.3 -0.1 -0.6 0.00
H -2.682 1.734 4.457 1.1 0.3 -0.5 0.00
H 5.704 1.555 1.457 0.1 0.1 -0.2 0.00
H 6.565 -4.797 -2.024 0.5 0.3 -0.1 0.00
H 2.118 -0.118 1.586 -0.1 -0.5 -0.7 0.00
N -3.215 -4.759 3.778 0.0 -0.7 -1.1 0.00
H 6.222 -3.295 1.824 0.0 0.3 0.2 0.00
N -5.040 4.750 -3.541 -0.2 0.7 -0.5 0.00
C -1.592 -3.335 -3.286 -0.2 0.0 -0.4 0.00
H 0.658 -5.091 2.024 0.1 0.2 -0.2 0.00
H -1.530 5.913 -2.279 -0.7 0.2 0.3 0.00
N 6.005 -6.460 -1.019 -1.7 -1.9 0.5 0.00
H -1.817 -8.352 6.249 -0.2 -0.4 -0.7 0.00
H -5.278 -5.399 3.590 0.4 0.0 -0.7 0.00
H 4.706 -7.740 2.692 0.4 0.1 0.1 0.00
N -5.008 6.997 -4.973 0.5 -2.3 -1.8 0.00
H -6.881 3.893 -2.951 0.1 0.0 0.1 0.00
H -1.742 2.830 7.208 0.3 0.2 -0.2 0.00
```
Positions in Å, forces in eV/Å.

Frontier orbital gap (spin up / spin down), Ha: 0.2943 / 0.1324
Charge: +1
2S+1: 2
Expectation value of S²: 0.755

***

- charge of number 1 (C3H3BCaF4O9)?
  -2

***

- What is the charge in the second record?
  +1